No. 1
{"formula": "C5H6N2O", "method": "wB97M-V/def2-TZVPD", "symbols": ["C", "N", "C", "C", "C", "N", "C", "O", "H", "H", "H", "H", "H", "H"], "xyz": [[1.08074, -1.86062, 0.05581], [1.42270, -0.55652, 0.62692], [0.78088, 0.42457, 0.22930], [0.54766, 1.85500, 0.35580], [-0.27767, 1.03988, -0.58934], [-1.58034, 0.62795, -0.25025], [-2.45512, -0.11827, 0.01564], [-3.36996, -0.73385, 0.41301], [1.13104, -1.87941, -1.08633], [-0.08010, -2.04996, 0.01611], [1.66409, -2.75632, 0.48732], [1.22424, 2.61726, 0.05894], [0.11408, 2.25366, 1.37092], [-0.20225, 1.13663, -1.70387]], "atomic_forces_ev_per_a": [[-1.900, -1.320, -1.796], [0.272, -1.329, 0.194], [0.570, 1.008, -0.494], [-0.745, 1.194, 3.621], [-0.915, -1.446, -1.919], [-0.221, 0.766, -0.193], [-0.075, 0.177, 0.916], [-0.207, -0.379, -0.400], [0.972, 0.182, 1.269], [1.923, 0.119, 1.130], [-1.061, 1.724, -0.561], [0.638, 0.244, -0.959], [0.320, -1.143, -1.992], [0.428, 0.203, 1.184]], "gap_ev": 9.844, "charge": 0, "de_lowest_kcal_mol": 62.4, "smiles": "C/N=C1/C[C@@H]1N=C=O"}


No. 2
{"formula": "C7H6", "method": "wB97M-V/def2-TZVPD", "symbols": ["C", "C", "C", "C", "C", "C", "C", "H", "H", "H", "H", "H", "H"], "xyz": [[-1.64315, 0.39561, 3.43315], [-1.01905, 0.05040, 2.44125], [-0.40357, 0.12179, 1.07595], [0.23348, -0.50665, 0.10043], [0.16060, 0.39004, -1.18446], [0.91185, -1.68157, -0.27447], [1.60868, -2.45274, -0.86662], [-2.09063, 0.40910, 4.35267], [-0.71624, 1.06546, 0.69407], [1.11727, 0.61209, -1.55136], [-0.49893, 1.19662, -0.86718], [-0.26441, -0.33250, -2.01168], [1.81322, -3.36348, -1.38638]], "atomic_forces_ev_per_a": [[1.957, -1.332, -2.905], [0.481, 0.279, -0.574], [-1.610, 0.018, 2.829], [-0.001, 1.266, -1.725], [-1.788, -3.097, -0.400], [0.069, 0.265, 1.258], [-0.445, -1.457, -0.436], [-0.924, 0.306, 1.635], [-0.355, 0.680, 0.458], [1.358, 0.863, -0.282], [0.359, 0.244, -1.344], [0.288, 1.751, 1.430], [0.612, 0.214, 0.057]], "gap_ev": 9.272, "charge": 0, "de_lowest_kcal_mol": 75.9, "smiles": "C#C/C=C(/C)C#C"}


No. 3
{"formula": "C4H8N2O", "method": "wB97M-V/def2-TZVPD", "symbols": ["C", "C", "C", "N", "O", "C", "N", "H", "H", "H", "H", "H", "H", "H", "H"], "xyz": [[-1.10216, -1.06095, 0.46150], [-0.24351, -0.00181, -0.18055], [1.20197, -0.42364, -0.38140], [2.06144, 0.28324, 0.38388], [1.49816, -1.32234, -1.14929], [-0.77002, 0.95406, -1.17148], [-0.46237, 1.39597, 0.19586], [-2.16424, -0.80248, 0.39279], [-0.93354, -2.02745, -0.01803], [-0.84051, -1.15254, 1.52325], [1.66027, 1.04673, 0.90465], [3.05933, 0.16834, 0.29549], [-0.09529, 1.34977, -1.92693], [-1.80772, 0.85240, -1.48078], [-1.32295, 1.47067, 0.73552]], "atomic_forces_ev_per_a": [[-0.050, -0.063, -0.010], [-0.045, -0.210, -0.094], [-0.016, -0.072, -0.014], [0.069, -0.024, -0.007], [-0.018, 0.244, 0.308], [-0.081, -0.011, -0.299], [-0.067, 0.058, 0.211], [0.128, -0.034, -0.035], [-0.069, 0.092, 0.025], [-0.035, -0.025, -0.162], [0.241, 0.112, -0.055], [-0.191, -0.023, -0.007], [-0.151, -0.086, 0.071], [0.118, 0.070, 0.108], [0.168, -0.029, -0.039]], "gap_ev": 10.574, "charge": 0, "de_lowest_kcal_mol": 28.8, "smiles": "C[C@@]1(C(N)=O)CN1"}


No. 4
{"formula": "C29H53ClFN4O5P", "method": "wB97M-V/def2-TZVPD", "symbols": ["C", "C", "C", "C", "N", "C", "C", "C", "C", "F", "C", "C", "O", "O", "C", "C", "C", "C", "C", "C", "C", "N", "C", "P", "O", "Cl", "N", "C", "C", "O", "H", "H", "H", "H", "H", "H", "H", "H", "H", "H", "H", "H", "H", "H", "H", "H", "H", "H", "H", "H", "H", "H", "H", "H", "H", "H", "H", "H", "H", "H", "H", "H", "H", "H", "H", "C", "C", "C", "C", "C", "C", "N", "O", "C", "C", "C", "H", "H", "H", "H", "H", "H", "H", "H", "H", "H", "H", "H", "H", "H", "H", "H", "H", "H"], "xyz": [[5.93402, -4.47228, -1.00674], [5.59592, -3.34925, -2.10538], [5.15949, -1.99710, -1.32707], [3.70066, -1.45663, -1.74387], [2.71945, -2.58976, -1.79624], [1.35139, -2.06353, -1.57967], [0.57389, -1.73482, -2.90754], [1.26188, -1.96014, -4.35920], [0.44587, -3.09351, -5.20524], [1.42019, -0.72854, -5.09049], [-0.88377, -1.20812, -2.83137], [-1.71329, -0.83682, -4.16251], [-1.33960, 0.09740, -4.92555], [-2.93454, -1.48627, -4.52729], [-2.75434, -2.43429, -5.61648], [-1.48991, -1.05594, -1.37540], [-3.00965, -0.55394, -1.29972], [-4.08784, -1.72714, -1.08317], [-3.89334, -3.00969, -2.02876], [-4.60658, -4.35838, -1.45018], [-3.54324, -5.55831, -1.48722], [-3.11511, -5.93371, -2.89361], [-0.61330, -1.38986, -0.10883], [-1.25259, -1.22507, 1.66322], [-2.90982, -0.88335, 1.77102], [-0.28117, 0.54802, 2.38282], [0.77280, -1.87004, -0.25111], [1.63581, -2.22180, 0.93937], [1.29928, -3.77601, 1.33551], [0.52814, -3.78980, 2.56409], [6.85754, -4.09814, -0.42176], [5.05482, -4.57934, -0.28030], [6.20408, -5.48749, -1.47989], [4.81351, -3.71665, -2.85421], [6.55962, -3.11225, -2.68688], [5.90528, -1.14018, -1.48635], [5.14750, -2.26797, -0.19967], [3.36955, -0.69487, -0.93872], [3.74332, -0.87903, -2.74225], [2.93419, -3.34079, -1.12510], [2.32871, -2.39417, -4.25907], [-0.45342, -3.36771, -4.53149], [0.05617, -2.62112, -6.16814], [1.10668, -4.00807, -5.35841], [-3.80287, -2.60430, -6.07582], [-2.44484, -3.43634, -5.16555], [-2.09316, -2.06673, -6.46965], [-3.03120, 0.25044, -0.46730], [-3.34601, 0.01820, -2.24917], [-5.11831, -1.27351, -1.35429], [-4.18022, -2.10447, -0.01052], [-4.44896, -2.78762, -3.01816], [-2.80661, -3.28259, -2.25126], [-4.87640, -4.19148, -0.34561], [-5.55769, -4.63573, -2.04029], [-2.57804, -5.23859, -0.92389], [-3.90076, -6.51710, -0.96657], [-2.35768, -6.63630, -2.75835], [-2.66663, -5.11470, -3.35334], [-3.06794, 0.09029, 1.90588], [2.75813, -2.20722, 0.68828], [1.50736, -1.50325, 1.81774], [2.30779, -4.32927, 1.45936], [0.64946, -4.21106, 0.50260], [-0.37520, -4.12442, 2.37507], [-1.17460, 4.64258, 2.84438], [0.31585, 4.96060, 3.14789], [0.71952, 4.43559, 4.54793], [0.16142, 5.26367, 5.70112], [0.49904, 6.74013, 5.51753], [0.04853, 7.28190, 4.14471], [0.53174, 6.43395, 3.01070], [1.86987, 6.64483, 2.87356], [-1.49671, 7.38717, 4.12919], [0.50206, 8.75727, 4.00779], [1.09019, 4.12382, 2.09866], [-1.64548, 5.44198, 2.26506], [-1.29202, 3.74166, 2.23498], [-1.76376, 4.47749, 3.74974], [1.81238, 4.42747, 4.63642], [0.39965, 3.39333, 4.66561], [-0.92092, 5.12527, 5.78321], [0.58357, 4.90794, 6.64654], [0.03148, 7.31577, 6.32326], [1.58043, 6.87439, 5.64067], [-1.85860, 7.72702, 3.15397], [-1.84324, 8.10959, 4.87418], [-2.00675, 6.45767, 4.37501], [1.58469, 8.87998, 4.09894], [0.05633, 9.37320, 4.79403], [0.18806, 9.17592, 3.04623], [0.84631, 4.44370, 1.07859], [0.82617, 3.06544, 2.18343], [2.17685, 4.17914, 2.22572]], "atomic_forces_ev_per_a": [[0.481, 0.377, -0.388], [0.742, 0.213, 0.342], [-0.572, -0.325, -0.082], [1.319, 1.031, 0.650], [-2.375, 1.256, 1.119], [-1.626, 0.339, -1.714], [-1.747, 1.078, 1.915], [0.925, -1.113, -0.094], [-0.459, 1.110, 1.227], [-0.632, -1.862, 1.397], [2.136, -1.392, 3.290], [0.272, 3.192, -3.302], [-0.862, -3.988, 3.886], [2.712, 0.243, 0.994], [-1.472, -1.123, -0.907], [2.397, -0.810, -1.050], [0.280, 0.431, 0.504], [-0.587, -0.426, -0.239], [-1.467, -0.463, -0.599], [0.824, -0.132, 0.348], [0.614, 0.140, 0.190], [0.465, 0.219, 0.995], [-0.401, 1.239, -4.585], [-0.670, -0.509, 1.596], [2.224, 1.436, -0.525], [-0.814, -0.870, -0.930], [-1.020, 0.963, -3.221], [0.671, -1.384, 0.607], [-0.321, 0.852, 0.237], [0.292, -0.567, -1.187], [-1.547, -0.718, -0.754], [1.234, -0.043, -0.957], [-0.553, 1.605, 0.772], [0.994, 0.620, 1.105], [-1.537, -0.493, 0.739], [-1.103, -1.337, 0.275], [-0.023, 0.663, -1.710], [0.554, -1.001, -1.253], [-0.233, -1.178, 1.420], [0.003, 0.607, -0.344], [-1.785, 1.058, 0.323], [1.453, 0.106, -1.369], [0.753, -0.858, 1.264], [-0.975, 1.354, 0.017], [1.688, 0.437, 0.898], [-0.166, 1.346, -0.870], [-0.678, -0.348, 1.477], [-0.240, -1.479, -1.289], [1.121, -1.068, 1.316], [1.684, -0.665, 0.565], [0.476, 0.810, -1.320], [1.370, -0.287, 1.452], [-1.322, 0.691, 0.345], [0.216, -0.284, -1.603], [1.583, 0.458, 0.944], [-1.617, -0.185, -0.394], [0.229, 1.510, -0.851], [-0.780, 0.683, -0.444], [-0.437, -0.791, 0.530], [0.025, -1.123, -0.286], [-1.926, 0.381, -0.132], [-0.214, -1.062, -1.347], [-1.810, 0.713, -0.067], [1.267, 0.375, 0.893], [0.948, 0.325, 0.191], [-0.399, 0.094, 0.094], [-1.084, -1.545, -0.575], [0.113, 0.306, 0.203], [-0.020, 0.004, -0.012], [0.236, -0.343, -0.068], [-1.502, 1.420, 0.657], [4.110, -0.160, 1.205], [-2.533, -0.154, -0.319], [-0.211, -0.295, -0.031], [0.619, -0.281, -0.345], [0.661, 0.698, -0.098], [0.109, -0.037, 0.162], [0.267, -0.003, 0.135], [0.019, 0.123, -0.070], [-0.049, 0.102, -0.215], [-0.053, 0.089, -0.263], [0.013, 0.032, -0.025], [-0.049, 0.003, -0.096], [-0.048, 0.115, -0.270], [-0.059, 0.023, -0.220], [0.099, -0.055, 0.073], [0.287, 0.004, -0.087], [0.063, 0.000, -0.087], [-0.127, -0.186, -0.145], [-0.124, -0.311, -0.030], [0.064, -0.119, 0.076], [0.033, 0.026, 0.170], [-0.199, 0.246, 0.185], [-0.218, 0.226, -0.012]], "gap_ev": [5.420, 6.060], "charge": 1, "s_squared": 0.754, "spin_multiplicity": 2}


No. 5
{"formula": "CH5N2O", "method": "wB97M-V/def2-TZVPD", "symbols": ["O", "H", "N", "C", "N", "H", "H", "H", "H"], "xyz": [[-1.42430, 1.30637, -2.09099], [-0.94680, 1.60224, -1.30415], [0.26859, 0.52835, 0.28822], [0.76302, -0.58418, 0.70721], [0.65712, -1.10205, 1.95073], [-0.34981, 1.26551, 0.59346], [-1.26102, 0.31699, -2.02016], [1.21244, -1.26390, -0.00741], [1.08076, -2.06932, 1.88310]], "atomic_forces_ev_per_a": [[-0.074, -1.683, -0.143], [0.337, -0.296, -0.035], [0.349, 1.317, -3.354], [-1.703, -0.580, 3.388], [0.830, -1.022, -1.014], [0.362, -1.014, 1.691], [-0.161, 1.895, 0.022], [0.504, 0.150, -0.801], [-0.444, 1.233, 0.246]], "gap_ev": 7.352, "charge": -1, "de_lowest_kcal_mol": 24.0}


No. 6
{"formula": "C3H6N4", "method": "wB97M-V/def2-TZVPD", "symbols": ["C", "C", "N", "C", "N", "N", "N", "H", "H", "H", "H", "H", "H"], "xyz": [[0.02548, 0.57945, 1.68988], [-0.28056, 0.21679, 0.34216], [0.56923, 0.55961, -0.72821], [0.59546, -0.03735, -1.87387], [-0.31493, -1.02644, -2.12152], [-1.11338, -1.58572, -1.50651], [-1.09066, -0.76312, 0.03206], [0.31200, -0.25556, 2.25744], [-0.69557, 0.90676, 2.38708], [0.84776, 1.35844, 1.68195], [1.38418, 1.17759, -0.50575], [1.40501, -0.09813, -2.54413], [-1.64403, -1.03231, 0.88942]], "atomic_forces_ev_per_a": [[2.342, 2.956, 0.125], [-1.677, -3.375, -1.344], [1.671, 0.986, -0.448], [-0.448, -0.811, 1.808], [0.407, -0.533, -2.720], [-0.905, 0.712, 2.195], [-0.566, 1.133, 2.260], [1.172, -1.725, 0.335], [-1.767, 1.050, 0.061], [-0.802, -0.867, 0.337], [-0.704, -0.143, -0.201], [1.131, 1.079, -0.984], [0.146, -0.462, -1.424]], "gap_ev": 8.675, "charge": 2, "de_lowest_kcal_mol": 105.7, "smiles": "Cc1[nH+]cnn[nH+]1"}


Across the entries above, energy takes the values -378.77152; -270.11512; -341.95767; -2632.84353; -225.83412; -336.06816 hartree, respectively.
Across the entries above, largest force on an atom takes the values 3.89; 3.75; 0.39; 5.63; 3.84; 4.00 eV Å⁻¹, respectively.